## 1
The following is a quantum chemistry calculation of the molecule C26H30N2O5, from the Open Molecules 2025 dataset.

XYZ file:
```
63
Properties=species:S:1:pos:R:3:lowdin_charge:R:1
C 2.291 0.397 1.444 -0.08
C 2.793 0.427 0.007 -0.22
C 2.986 -0.967 -0.611 -0.15
C 3.986 -1.778 0.161 -0.13
C 5.295 -1.510 -0.060 0.06
C 6.378 -2.191 0.603 -0.45
O 7.554 -1.973 0.450 0.11
O 6.007 -3.178 1.475 0.13
C 4.717 -3.482 1.723 -0.17
C 4.534 -4.519 2.635 0.04
C 3.263 -4.926 2.973 -0.26
C 3.027 -6.044 3.936 -0.04
C 2.177 -4.267 2.399 0.02
C 2.332 -3.227 1.502 -0.17
O 1.250 -2.579 0.970 -0.08
C -0.026 -2.846 1.514 -0.08
C -1.103 -1.872 1.012 -0.44
O -2.175 -1.833 1.573 0.08
N -0.734 -1.147 -0.063 0.15
C -1.456 -0.172 -0.764 -0.21
C -0.832 0.438 -1.848 -0.02
C -1.491 1.412 -2.575 -0.03
C -2.785 1.788 -2.243 -0.23
C -3.525 2.831 -3.034 -0.16
N -4.234 3.745 -2.157 -0.18
C -3.324 4.572 -1.383 -0.16
C -4.136 5.423 -0.407 -0.19
O -5.065 6.235 -1.084 -0.13
C -5.935 5.445 -1.859 -0.20
C -5.168 4.595 -2.872 -0.17
C -3.403 1.169 -1.162 -0.02
C -2.752 0.202 -0.422 0.01
C 3.636 -2.808 1.116 -0.01
H 2.203 1.411 1.827 0.08
H 2.984 -0.148 2.082 0.08
H 1.315 -0.076 1.510 0.06
H 2.088 0.991 -0.610 0.10
H 3.751 0.951 -0.022 0.11
H 3.366 -0.834 -1.627 0.12
H 2.042 -1.499 -0.673 0.08
H 5.593 -0.755 -0.771 0.13
H 5.411 -4.983 3.055 0.13
H 3.967 -6.455 4.293 0.08
H 2.456 -6.839 3.459 0.09
H 2.452 -5.691 4.791 0.09
H 1.191 -4.604 2.676 0.11
H -0.014 -2.764 2.608 0.15
H -0.366 -3.856 1.246 0.15
H 0.205 -1.304 -0.404 0.11
H 0.173 0.150 -2.122 0.11
H -0.991 1.880 -3.411 0.11
H -2.824 3.363 -3.704 0.13
H -4.272 2.333 -3.662 0.13
H -2.642 3.925 -0.828 0.12
H -2.731 5.237 -2.038 0.13
H -3.486 6.099 0.151 0.13
H -4.662 4.758 0.294 0.13
H -6.609 6.138 -2.367 0.12
H -6.518 4.780 -1.204 0.13
H -5.869 3.968 -3.426 0.12
H -4.648 5.262 -3.584 0.13
H -4.406 1.466 -0.900 0.12
H -3.239 -0.268 0.415 0.10
```

The LUMO energy is -0.06 eV. For the HOMO-LUMO gap, the calculation gives 8.60 eV. As for the multiplicity: 1. The HOMO energy comes out at -8.661 eV. The SMILES is CCCc1cc(=O)oc2cc(C)cc(OCC(=O)Nc3ccc(CN4CCOCC4)cc3)c12.


## 2
The following is a quantum chemistry calculation of the molecule C26H30N2O5, from the Open Molecules 2025 dataset.

XYZ file:
```
63
Properties=species:S:1:pos:R:3:lowdin_charge:R:1
C 1.494 3.869 -8.051 -0.07
C 1.446 2.826 -6.946 -0.27
O 0.673 3.358 -5.887 -0.05
C 0.460 2.604 -4.780 -0.27
C -0.339 3.185 -3.792 0.01
C -0.618 2.512 -2.623 0.00
C -0.106 1.235 -2.420 -0.21
N -0.381 0.523 -1.221 0.05
C 0.666 -0.043 -0.552 0.02
C 0.517 -0.780 0.571 -0.09
C 1.724 -1.379 1.226 -0.44
O 2.387 -2.235 0.667 0.08
N 2.022 -0.934 2.470 -0.05
C 1.351 0.172 3.112 -0.15
C 2.319 1.212 3.690 -0.17
C 3.535 1.474 2.798 -0.19
C 4.703 0.534 3.103 -0.21
C 4.484 -0.901 2.633 -0.17
C 3.174 -1.518 3.128 -0.14
C -0.810 -1.048 1.048 -0.11
C -1.071 -1.883 2.139 0.05
C -2.355 -2.130 2.584 -0.17
O -2.625 -2.940 3.654 -0.11
C -1.561 -3.607 4.287 -0.07
C -3.449 -1.518 1.916 -0.18
O -4.767 -1.630 2.227 -0.06
C -5.234 -2.551 3.187 -0.07
C -3.185 -0.703 0.829 0.09
C -1.891 -0.458 0.377 -0.06
C -1.705 0.381 -0.805 -0.35
O -2.615 0.911 -1.416 0.08
C 0.683 0.650 -3.399 -0.01
C 0.971 1.327 -4.571 -0.01
H 1.944 4.785 -7.678 0.08
H 0.487 4.093 -8.392 0.08
H 2.080 3.497 -8.886 0.08
H 2.463 2.599 -6.594 0.13
H 0.988 1.899 -7.318 0.13
H -0.730 4.174 -3.968 0.12
H -1.240 2.967 -1.870 0.12
H 1.645 0.164 -0.960 0.15
H 0.704 -0.202 3.918 0.12
H 0.711 0.651 2.370 0.12
H 1.753 2.136 3.825 0.11
H 2.664 0.900 4.677 0.11
H 3.873 2.499 2.961 0.11
H 3.251 1.383 1.748 0.11
H 4.885 0.540 4.181 0.11
H 5.603 0.919 2.619 0.11
H 5.314 -1.520 2.979 0.11
H 4.475 -0.939 1.543 0.11
H 3.181 -2.585 2.884 0.12
H 3.063 -1.399 4.207 0.13
H -0.231 -2.353 2.623 0.11
H -2.022 -4.214 5.064 0.10
H -0.860 -2.902 4.748 0.10
H -1.020 -4.257 3.592 0.10
H -6.320 -2.469 3.149 0.09
H -4.886 -2.303 4.192 0.09
H -4.939 -3.574 2.944 0.10
H -4.014 -0.248 0.310 0.14
H 1.067 -0.349 -3.253 0.12
H 1.585 0.842 -5.313 0.10
```

The LUMO energy is 0.58 eV. For the HOMO-LUMO gap, the calculation gives 8.19 eV. As for the multiplicity: 1. The HOMO energy comes out at -7.603 eV. The SMILES is CCOc1ccc(-n2cc(C(=O)N3CCCCCC3)c3cc(OC)c(OC)cc3c2=O)cc1.


Which one sits at the bottom of the stability order? 2 does.